This record from the Open Molecules 2025 dataset describes a single C4H9N2P molecule at a distorted geometry. The level of theory is ωB97M-V/def2-TZVPD.

Each line ends with the Mulliken spin population.
Cartesian coordinates (Å):
C1 -1.06422 -1.50688 -0.49464  0.0097
C2 0.19951 -1.03703 -0.60494  0.5013
C3 1.81123 0.85173 0.26280  0.0262
C4 0.92316 -0.27548 0.53587  -0.0293
N1 -2.05626 -0.92195 0.13708  0.3334
N2 -1.06722 1.14563 -0.76868  0.3742
P1 -2.02752 0.68718 0.31776  0.6015
H1 -1.42042 -2.46255 -0.91055  0.0097
H2 0.86561 -1.57374 -1.25877  0.0244
H3 2.29080 1.13048 1.19508  0.0008
H4 1.32048 1.63395 -0.17502  -0.0057
H5 2.58437 0.50790 -0.40172  0.0016
H6 0.11552 0.01017 1.31260  0.0051
H7 1.64397 -1.15947 0.86998  0.0352
H8 -0.65252 2.07392 -0.53977  -0.0340
H9 -3.46649 0.89615 0.52290  0.1459

Atoms 1-3, force components in eV/Å:
C -3.1 -0.9 0.6
C 3.0 0.8 1.0
C 1.8 -1.1 0.5

Frontier orbital gap (alpha / beta): 8.1 / 7.5 eV
E_HOMO (alpha / beta): -7.1 / -9.2 eV
⟨S²⟩: 2.019
F_max: 0.0896 hartree/bohr
ΔE to the lowest compared entry with this formula, charge and spin: 0.622 eV
Spin multiplicity: 3

This record from the Open Molecules 2025 dataset describes a single C30H32N4O5 molecule. The level of theory is ωB97M-V/def2-TZVPD.

Each line ends with the natural charge from an NBO analysis.
Cartesian coordinates (Å):
C1 3.94097 5.08091 -5.70007  -0.2414
O1 2.74606 5.07807 -4.94667  -0.4862
C2 1.90257 4.02167 -4.93326  0.3214
C3 0.78325 4.21346 -4.13059  -0.3094
C4 -0.19073 3.23530 -3.99391  0.2773
N1 -1.30035 3.41389 -3.20201  -0.6085
C5 -2.28417 2.47747 -3.01718  0.7974
O2 -3.23350 2.69919 -2.29891  -0.6323
N2 -2.11910 1.29196 -3.70623  -0.4624
C6 -3.13976 0.26115 -3.50398  -0.2390
C7 -2.75017 -0.63963 -2.36175  -0.0456
C8 -2.04830 -1.81510 -2.59744  -0.2068
C9 -1.65810 -2.61496 -1.54043  -0.1574
C10 -1.94235 -2.24308 -0.23041  -0.1479
C11 -1.48918 -3.14207 0.87302  0.6706
O3 -1.43927 -4.35122 0.75549  -0.6260
N3 -1.12850 -2.49659 2.00757  -0.6083
C12 -0.62689 -3.17416 3.18361  -0.0670
C13 0.85666 -2.86992 3.39993  -0.4220
C14 1.34401 -3.55171 4.68663  -0.2172
N4 0.57896 -3.22343 5.86716  -0.4434
C15 0.97827 -2.04821 6.61915  -0.2292
C16 0.76140 -0.69978 5.96902  -0.0520
C17 1.74625 -0.13042 5.16989  -0.1678
C18 1.53094 1.08042 4.53492  -0.2259
C19 0.32705 1.74500 4.69680  -0.2219
C20 -0.65244 1.19966 5.50943  -0.1983
C21 -0.43392 -0.01151 6.14278  -0.2263
C22 -0.83499 -3.43988 5.66719  -0.2162
C23 -1.41746 -2.75414 4.42232  -0.4204
C24 -2.65425 -1.07040 0.00370  -0.2065
C25 -3.05663 -0.27806 -1.05518  -0.1609
C26 -1.05616 0.98233 -4.54866  0.6848
O4 -1.00628 -0.08607 -5.12279  -0.6062
C27 -0.04779 2.02942 -4.67825  -0.2403
C28 1.07258 1.82925 -5.48629  -0.2083
C29 2.04989 2.79396 -5.62981  0.2079
O5 3.15939 2.62355 -6.41376  -0.5086
C30 3.31233 1.40392 -7.10124  -0.2514
H1 4.62331 4.29304 -5.37714  0.1870
H2 3.74479 4.97538 -6.76817  0.1872
H3 4.39048 6.05458 -5.50633  0.1912
H4 0.69598 5.15538 -3.61272  0.2241
H5 -1.42139 4.28485 -2.70356  0.4204
H6 -3.21094 -0.30576 -4.43397  0.2379
H7 -4.07968 0.77288 -3.28995  0.2395
H8 -1.80541 -2.09471 -3.61133  0.2313
H9 -1.12458 -3.53782 -1.71077  0.2317
H10 -1.10987 -1.48908 2.02011  0.3957
H11 -0.76183 -4.24485 2.99520  0.2304
H12 1.43722 -3.23503 2.55122  0.2163
H13 0.99268 -1.78872 3.47176  0.2024
H14 2.39216 -3.30581 4.86852  0.1987
H15 1.27041 -4.63745 4.54865  0.1928
H16 0.42891 -2.08069 7.56560  0.2019
H17 2.04295 -2.16824 6.84464  0.2016
H18 2.69224 -0.63934 5.04615  0.2029
H19 2.30543 1.50739 3.91406  0.2135
H20 0.15677 2.68875 4.19991  0.2146
H21 -1.58831 1.72037 5.65236  0.2131
H22 -1.19961 -0.42680 6.78341  0.2116
H23 -1.36965 -3.11212 6.56099  0.1988
H24 -0.98173 -4.52201 5.56315  0.1925
H25 -2.46591 -3.03460 4.30917  0.2151
H26 -1.35982 -1.66898 4.53081  0.2025
H27 -2.92430 -0.78557 1.01098  0.2095
H28 -3.60790 0.63260 -0.87387  0.2254
H29 1.13537 0.88031 -5.99280  0.2477
H30 2.49672 1.23743 -7.81095  0.1811
H31 3.37379 0.55805 -6.41030  0.1815
H32 4.25146 1.49634 -7.64463  0.2013

Atoms 1-3, force components in eV/Å:
C 0.5 0.1 -0.3
O -0.4 -0.2 0.1
C -0.3 0.0 0.1

SMILES: COc1cc2[nH]c(=O)n(Cc3ccc(C(=O)NC4CCN(Cc5ccccc5)CC4)cc3)c(=O)c2cc1OC
Frontier orbital gap: 8.7 eV
E_HOMO: -8.2 eV
F_max: 0.0153 hartree/bohr
ΔE to the lowest compared entry with this formula, charge and spin: 2.097 eV
Spin multiplicity: 1